## one
Below is a cluster of 2 separate species, C3H12N2O2 in total, with properties calculated with ωB97M-V/def2-TZVPD.

```
19
Properties=species:S:1:pos:R:3:lowdin_charge:R:1
N -1.32207 -0.66820 -0.81631 0.02
C -1.06193 0.67840 -1.35426 -0.30
N 0.29033 1.17540 -1.35618 -0.08
C 1.01507 1.49144 -0.13789 -0.21
C 1.38910 0.29178 0.75417 -0.20
O 0.26750 -0.10980 1.58932 -0.11
H -1.50420 -1.30102 -1.57843 0.06
H -0.51067 -1.04519 -0.35397 0.01
H -1.68572 1.37330 -0.79840 0.10
H -1.35803 0.70405 -2.39146 0.10
H 0.88060 0.64799 -1.98820 0.11
H 0.37948 2.18585 0.42859 0.12
H 1.90175 2.04094 -0.43756 0.11
H 2.21571 0.49742 1.43244 0.11
H 1.58783 -0.53590 0.07264 0.12
H 0.11603 0.63309 2.18110 0.09
O -0.55301 -2.88322 1.42647 -0.08
H -0.65315 -1.93381 1.59758 -0.01
H -1.39461 -3.24253 1.73034 0.04
```

Properties
Lowest unoccupied orbital energy, eV: 0.805
HOMO energy, eV: -8.58
Structure (SMILES): NCNCCO.O
Total charge: 0

=====

## two
Below is a cluster of 3 separate species, C3H12N2O2 in total, with properties calculated with ωB97M-V/def2-TZVPD.

```
19
Properties=species:S:1:pos:R:3:lowdin_charge:R:1
C 0.09608 2.05158 -0.04947 -0.11
C 0.24236 0.53480 0.16865 -0.30
N -1.05280 -0.11068 -0.07859 -0.03
C -1.07650 -1.40361 0.07618 -0.25
N -0.02774 -2.23950 0.40757 0.12
H -0.69092 2.42320 0.62347 0.08
H -0.18907 2.26997 -1.11222 0.09
H 0.96399 2.55915 0.19158 0.03
H 0.64735 0.34649 1.24370 0.13
H 1.01145 0.11850 -0.50759 0.10
H -2.01932 -1.93545 -0.04451 0.12
H 0.90319 -1.88568 0.43108 0.02
H -0.18352 -3.21476 0.30997 0.08
O 2.89209 -1.33207 0.67239 -0.05
H 3.54097 -1.15382 -0.04017 0.07
H 3.36127 -0.98378 1.41940 0.04
O -3.07442 1.51859 -1.01079 -0.16
H -2.33119 0.89610 -0.69434 -0.02
H -3.01324 1.54097 -2.00630 0.04
```

Properties
Lowest unoccupied orbital energy, eV: 0.322
HOMO energy, eV: -9.17
Structure (SMILES): CC/N=C\N.O.O
Total charge: 0

=====

## three
Below is a cluster of 2 separate species, C3H12N2O2 in total, with properties calculated with ωB97M-V/def2-TZVPD.

```
19
Properties=species:S:1:pos:R:3:lowdin_charge:R:1
N 0.01961 0.34352 -2.20474 0.01
C 0.84146 1.31704 -1.54505 -0.33
N 0.89219 1.53296 -0.06800 -0.04
C 1.58366 0.48403 0.52417 -0.26
C 0.59388 -0.50903 1.09380 -0.22
O -0.44695 0.17841 1.94346 -0.08
H -0.58365 0.74249 -2.94672 0.08
H -0.56821 -0.12543 -1.51694 0.05
H 0.89650 2.23578 -2.19077 0.12
H 1.90243 1.06990 -1.76205 0.09
H 0.46525 2.33387 0.24714 0.09
H 2.20592 0.64439 1.48671 0.14
H 2.18569 -0.04097 -0.28720 0.14
H 0.93042 -1.29773 1.79820 0.12
H 0.16967 -1.06027 0.29940 0.07
H -0.99732 0.38862 1.22289 0.02
O -2.77060 -2.70758 0.24675 -0.05
H -2.50416 -2.02849 0.87970 0.03
H -2.85876 -3.51632 0.71961 0.02
```

Properties
Lowest unoccupied orbital energy, eV: 0.776
HOMO energy, eV: -8.92
Structure (SMILES): NCNCCO.O
Total charge: 0

=====

## four
Below is a cluster of 3 separate species, C3H12N2O2 in total, with properties calculated with ωB97M-V/def2-TZVPD.

```
19
Properties=species:S:1:pos:R:3:lowdin_charge:R:1
N -1.54571 1.65946 -0.52840 0.13
C -0.77186 2.20389 0.42545 -0.43
O 0.40959 2.41927 0.30777 -0.01
H -2.47346 1.34231 -0.31406 0.10
H -1.09547 1.28673 -1.34842 0.10
H -1.33991 2.48758 1.32472 0.13
C 1.94239 -0.71162 -1.21814 -0.17
N 1.70299 -0.21562 0.12889 -0.06
H 1.06536 -0.50207 -1.83014 0.06
H 2.81661 -0.26705 -1.71004 0.07
H 2.08310 -1.79255 -1.17806 0.07
H 1.56377 0.79426 0.11111 0.04
H 2.51027 -0.39804 0.71621 0.09
C -1.41601 -1.60819 0.78905 -0.19
O -0.77281 -0.52257 1.39293 -0.17
H -0.90757 -2.55482 1.00621 0.07
H -2.43049 -1.66042 1.19468 0.07
H -1.47990 -1.49571 -0.30009 0.06
H 0.13910 -0.46484 1.03034 0.02
```

Properties
Lowest unoccupied orbital energy, eV: 0.897
HOMO energy, eV: -9.58
Structure (SMILES): NC=O.CN.CO
Total charge: 0

=====

Energies, relative to the best one, in kJ/mol: one 59.3; two 7.5; three 216.6; four 0.0.

=====

## one
Below is the molecule C4H4N2O, with properties calculated with ωB97M-V/def2-TZVPD.

```
11
Properties=species:S:1:pos:R:3:lowdin_charge:R:1
H 1.28442 -2.14864 0.91028 0.05
N 0.75113 -1.33759 0.61290 0.12
C 1.41594 -0.54549 -0.11570 -0.28
N 0.70380 0.49618 -0.76910 0.00
C 0.18590 1.65956 -0.02363 0.07
C -0.62370 0.66531 -0.09445 -0.16
C -1.88187 -0.08170 -0.04743 -0.22
O -2.10791 -1.02216 -0.77843 0.06
H 2.46581 -0.66876 -0.41263 0.12
H 0.43165 2.71151 0.03014 0.11
H -2.62518 0.27177 0.68804 0.12
```

Properties
Lowest unoccupied orbital energy, eV: -0.192
HOMO energy, eV: -9.03
Structure (SMILES): [H]/N=C/N1C=C1C=O
Total charge: 0

=====

## two
Below is the molecule C4H4N2O, with properties calculated with ωB97M-V/def2-TZVPD.

```
11
Properties=species:S:1:pos:R:3:lowdin_charge:R:1
N -0.86366 0.80397 0.74115 0.05
C -0.61964 1.53462 -0.29726 -0.10
C -0.12037 0.65527 -1.36403 -0.10
C 0.12927 -0.59913 -0.94093 -0.08
C -0.14213 -0.80068 0.49343 -0.19
N 0.99507 -0.82885 1.45519 -0.02
O 1.71806 0.13763 1.45744 0.01
H -0.87716 1.21596 1.68587 0.12
H 0.02602 1.00479 -2.38232 0.09
H 0.45277 -1.40369 -1.59494 0.11
H -0.69822 -1.71991 0.74639 0.12
```

Properties
Lowest unoccupied orbital energy (alpha / beta), eV: -0.829 / -0.828
HOMO energy (alpha / beta), eV: -8.55 / -8.54
Total charge: 0

=====

## three
Below is a cluster of 2 separate species, C4H4N2O in total, with properties calculated with ωB97M-V/def2-TZVPD.

```
11
Properties=species:S:1:pos:R:3:lowdin_charge:R:1
N 0.78431 -1.21000 -0.79279 0.16
C 1.32124 -0.27310 -0.42593 -0.23
C 1.87282 0.98162 -0.03817 -0.08
C 0.88737 1.63878 0.48365 -0.20
N -0.09152 2.14322 0.98722 0.20
H 2.74758 1.49691 -0.36340 0.10
H -1.08188 2.36472 0.63051 0.15
C -1.62316 -1.79488 -0.17048 -0.21
O -1.80281 -0.62647 -0.31385 -0.04
H -1.07877 -2.07153 0.75432 0.07
H -1.93518 -2.64928 -0.75107 0.07
```

Properties
Lowest unoccupied orbital energy, eV: 0.632
HOMO energy, eV: -9.38
Structure (SMILES): N#CC=C=N.C=O
Total charge: 0

=====

## four
Below is the molecule C4H4N2O, with properties calculated with ωB97M-V/def2-TZVPD.

```
11
Properties=species:S:1:pos:R:3:lowdin_charge:R:1
H -0.66939 2.06506 -2.01592 0.05
N -0.52587 1.32272 -1.34105 0.11
C -1.55686 0.59128 -1.21879 -0.28
N -1.49717 -0.51871 -0.36198 0.12
C -0.47973 -0.44252 0.31890 -0.14
C 0.47514 -0.42944 1.19110 -0.02
C 1.93977 -0.61173 1.15416 -0.28
O 2.76764 0.10374 0.64499 0.05
H -2.49082 0.66600 -1.76485 0.11
H -0.17679 -1.22126 1.68505 0.16
H 2.21409 -1.52515 1.70839 0.12
```

Properties
Lowest unoccupied orbital energy, eV: 0.179
HOMO energy, eV: -9.36
Structure (SMILES): [H]/N=C/N=C=CC=O
Total charge: 0

=====

Energies, relative to the best one, in kJ/mol: one 109.4; two 238.3; three 0.0; four 37.3.

=====

## one
Below is a cluster of 2 separate species, C4H4N2O in total, with properties calculated with ωB97M-V/def2-TZVPD.

```
11
Properties=species:S:1:pos:R:3:lowdin_charge:R:1
C -1.50254 -0.05013 0.41747 -0.04
C -0.18841 -0.46533 0.86787 -0.12
N 0.48995 -0.90548 -0.13790 -0.03
O -0.29195 -0.82594 -1.26336 -0.02
C -1.45756 -0.20525 -0.90525 -0.11
H -2.27425 0.42989 0.88776 0.07
H 0.05933 -0.41352 1.85414 0.09
H -2.25084 -0.37364 -1.56539 0.11
C 2.52720 0.96214 -0.04171 -0.04
N 2.26145 0.06694 -0.64568 0.07
H 2.62762 1.78031 0.53205 0.03
```

Properties
Lowest unoccupied orbital energy, eV: 0.944
HOMO energy, eV: -9.26
Structure (SMILES): c1cnoc1.C#N
Total charge: 0

=====

## two
Below is a cluster of 2 separate species, C4H4N2O in total, with properties calculated with ωB97M-V/def2-TZVPD.

```
11
Properties=species:S:1:pos:R:3:lowdin_charge:R:1
O 2.30043 -0.88455 -0.09922 0.07
C 1.14257 -0.56500 -0.04992 -0.53
C 0.48497 0.70762 0.02999 -0.03
C -0.69015 1.15495 0.08918 -0.04
N -1.63787 0.16815 0.06933 0.02
C -1.18096 -1.13196 -0.01142 -0.16
N 0.04986 -1.49291 -0.06753 0.17
H -2.62932 0.35084 0.11183 0.13
H -1.95785 -1.89692 -0.02715 0.13
H 2.08249 1.88806 0.34221 0.13
H 2.03582 1.70172 -0.38730 0.11
```

Properties
Lowest unoccupied orbital energy, eV: -0.407
HOMO energy, eV: -9.96
Structure (SMILES): O=c1c#c[nH]cn1.[H][H]
Total charge: 0

=====

## three
Below is a cluster of 2 separate species, C4H4N2O in total, with properties calculated with ωB97M-V/def2-TZVPD.

```
11
Properties=species:S:1:pos:R:3:lowdin_charge:R:1
C 1.41485 -0.12607 -0.70055 -0.07
C 0.65206 0.83276 -1.24403 -0.09
C -0.47199 1.02322 -0.35270 -0.18
C -0.35741 0.14680 0.59563 0.05
N 0.80043 -0.61019 0.44832 0.04
N -0.43611 1.73019 -1.55330 0.17
O -1.94378 -0.41991 2.26523 -0.22
H 2.34712 -0.47891 -0.93120 0.08
H 1.10688 -1.02415 1.30866 0.14
H -0.94335 1.42704 -2.34094 0.10
H -1.97600 0.47249 2.71269 -0.02
```

Properties
Lowest unoccupied orbital energy (alpha / beta), eV: -1.427 / -1.493
HOMO energy (alpha / beta), eV: -8.76 / -8.82
Total charge: 0

=====

Energies, relative to the best one, in kJ/mol: one 0.0; two 46.6; three 530.4.